71
Properties=species:S:1:pos:R:3:forces:R:3 method="wB97M-V/def2-TZVPD" energy_ev=-125251.6987 gap_ev="5.39 / 5.52" fmax_ha_per_bohr=0.02405 charge=-2 e_homo_ha="-0.0546 / -0.0595" de_lowest_ev=2.8524 lumo_energy_ev="3.9 / 3.9" s2=6.044 spin_multiplicity=5
Ru 2.93310 0.04343 -1.07441 0.768 0.969 -0.011
S 3.70572 3.72059 -3.71079 0.024 0.064 0.066
Sb 4.61740 2.41474 -2.03408 -0.034 0.219 -0.518
S 2.60543 2.22767 -0.47026 0.075 -0.467 -0.246
S 4.27925 0.16035 -3.07345 -0.268 -0.036 0.402
F 3.66994 -0.34008 4.76409 -0.047 -0.016 0.113
C 2.75850 -0.81747 3.90311 0.049 0.042 -0.032
F 1.57387 -0.77546 4.55503 -0.189 -0.105 -0.108
F 3.04861 -2.10509 3.68662 -0.004 -0.087 0.045
S 2.77725 0.18810 2.31591 0.159 -0.841 0.694
O 2.40256 -0.83755 1.32270 -0.387 0.783 0.183
O 1.83724 1.21900 2.67566 0.141 0.064 -0.303
N 4.26659 0.60415 2.24654 -0.297 -0.260 -0.426
S 5.09946 -0.52737 1.24805 0.441 0.361 -0.524
O 6.49576 -0.46506 1.65439 -0.016 0.196 0.077
O 4.89274 0.07093 -0.14042 0.031 -0.407 0.564
C 4.87982 -2.72236 0.35205 -0.542 0.279 -0.036
F 3.85925 -2.46872 -0.53389 -0.013 -0.320 0.023
F 4.33439 -3.48307 1.32132 0.015 -0.196 0.150
F 5.71588 -3.53454 -0.33250 0.393 -0.079 -0.017
O -0.03292 0.35053 0.12314 -0.386 -0.230 0.162
P -1.50123 0.34697 0.25635 -0.248 0.290 -0.479
N -2.28109 -0.92676 -0.50568 0.446 -0.562 0.015
C -2.97009 -2.02260 0.17989 -0.047 0.177 -0.287
C -3.45706 -2.87089 -0.99078 0.126 -0.032 -0.045
C -2.28471 -2.80569 -1.99485 -0.077 0.113 0.094
C -1.47589 -1.55294 -1.59016 -0.467 0.134 0.116
N -2.13486 0.35690 1.80496 0.411 0.058 0.553
C -1.88522 1.68557 2.47063 -0.127 -0.402 0.120
C -1.81978 1.37564 3.98289 0.031 -0.137 -0.114
C -2.05537 -0.13995 4.09505 0.026 0.150 -0.103
C -1.58183 -0.65894 2.74652 -0.281 0.337 -0.088
N -2.17948 1.68853 -0.45493 0.120 0.207 -0.274
C -3.29630 1.65111 -1.41358 0.183 0.157 0.179
C -3.27056 3.04428 -2.05338 0.058 -0.063 0.064
C -1.78981 3.43139 -2.00022 -0.053 -0.059 -0.013
C -1.36731 2.91284 -0.63086 -0.142 -0.103 0.007
H -3.77405 -1.63660 0.80603 0.045 -0.012 0.042
H -2.28848 -2.62248 0.79629 0.005 0.007 -0.003
H -4.35467 -2.42187 -1.42137 0.015 -0.008 0.020
H -3.69015 -3.89300 -0.68438 -0.038 0.034 -0.041
H -2.64094 -2.73840 -3.02372 0.018 -0.034 0.033
H -1.65876 -3.69602 -1.91800 -0.011 0.017 -0.023
H -1.34320 -0.84494 -2.41071 -0.015 -0.057 0.059
H -0.48221 -1.81851 -1.22970 -0.032 0.019 0.070
H -2.69134 2.36981 2.21116 -0.016 0.001 -0.042
H -0.93220 2.11564 2.15258 0.017 -0.008 -0.064
H -2.55987 1.94882 4.54328 0.045 0.004 0.024
H -0.82591 1.62338 4.35738 -0.046 0.013 0.007
H -3.12232 -0.35394 4.20965 0.040 -0.017 0.030
H -1.50880 -0.59394 4.92074 -0.010 0.010 0.033
H -1.97544 -1.64826 2.52629 0.024 0.011 -0.020
H -0.49459 -0.68194 2.69786 0.224 -0.018 -0.005
H -4.24383 1.43820 -0.91249 -0.030 0.005 -0.005
H -3.14478 0.87653 -2.17090 0.023 -0.015 0.005
H -3.85789 3.74281 -1.44975 -0.002 -0.005 -0.027
H -3.67979 3.03075 -3.06418 -0.027 0.035 0.001
H -1.61749 4.50316 -2.10680 0.011 -0.050 -0.039
H -1.23371 2.91014 -2.78576 -0.068 0.092 0.073
H -1.61601 3.65137 0.14266 -0.007 -0.029 0.006
H -0.30233 2.69026 -0.54645 -0.025 -0.028 -0.024
C 1.80377 -2.38795 -2.60496 -0.123 0.082 -0.124
O 1.17531 -1.16166 -3.02677 0.077 -0.657 -0.069
C 1.53097 -0.07053 -2.39583 0.204 0.185 -0.080
C 0.91457 1.09997 -3.06731 -0.340 0.099 0.052
H 1.63459 -2.55960 -1.54483 -0.037 0.042 0.134
H 2.87121 -2.33664 -2.79453 0.104 0.056 -0.045
H 1.34944 -3.18078 -3.19364 -0.066 -0.005 -0.041
H 0.11066 0.79489 -3.74800 0.065 0.009 0.046
H 1.70876 1.59703 -3.63702 0.077 0.054 0.025
H 0.57024 1.81613 -2.32746 0.031 -0.031 -0.010